Record 1
The following is a quantum chemistry calculation of a cluster of 15 separate species, C15H52N5O15 in total in a non-equilibrium geometry, from the Open Molecules 2025 dataset.

XYZ file:
```
87
Properties=species:S:1:pos:R:3
C 0.0593 -2.4838 0.1742
C -0.5649 -2.1692 -1.2204
O 0.0601 -2.4597 -2.2248
N -1.8747 -1.5793 -1.3411
C -1.8362 -0.2233 -1.9464
C -3.3040 0.3581 -1.9606
C -3.8368 0.6659 -0.5002
C -2.8785 1.7237 0.2218
N -1.8043 1.0541 0.9801
C -1.1346 1.6790 1.8907
N -1.2787 3.0089 2.2902
C -0.0924 3.8084 1.8787
C 1.1420 3.1773 2.6664
C 1.2277 1.6244 2.4450
C 1.9968 1.3172 1.0584
C 3.3852 1.8769 0.8940
C 4.0447 1.5926 -0.3888
C 3.2981 0.7970 -1.3864
C 1.9589 0.3659 -1.0207
N 1.2883 0.6105 0.1443
N -0.0689 0.9127 2.5224
H 1.0447 -1.9731 0.3204
H 0.2661 -3.5846 0.2483
H -0.6695 -2.1917 0.9921
H -2.2589 -1.5702 -0.3914
H -1.1264 0.4890 -1.4380
H -1.5053 -0.2591 -3.0327
H -4.0148 -0.3703 -2.4297
H -3.3468 1.3261 -2.5249
H -4.8731 1.0893 -0.5206
H -3.8241 -0.2572 0.1380
H -3.5631 2.3448 0.8743
H -2.5000 2.4393 -0.5633
H -1.6049 0.0772 0.7393
H -2.1731 3.4345 2.0466
H 0.1225 3.7460 0.7700
H -0.2372 4.8683 2.1894
H 0.9473 3.3842 3.7593
H 2.0766 3.7087 2.3673
H 1.8715 1.2121 3.2945
H 3.9374 2.4810 1.6409
H 5.0594 1.9729 -0.6261
H 3.7006 0.5273 -2.3855
H 1.3980 -0.2098 -1.8037
H -0.3856 0.8056 3.4902
O -1.5447 1.1346 -5.0065
H -0.6156 0.8713 -5.0117
H -1.8639 0.8843 -5.8812
O -1.7463 -2.5398 3.3810
H -2.4676 -2.7753 2.7852
H -1.5046 -1.6453 3.1142
O -4.8857 3.3886 1.8045
H -4.8840 4.1238 2.4302
H -5.4914 2.7480 2.1986
O -0.2755 -5.4842 -3.6476
H -0.1813 -4.6931 -3.1017
H 0.5273 -5.4963 -4.1839
O -5.8120 -1.8901 -0.8749
H -4.8855 -2.1570 -0.8855
H -6.1354 -2.1400 -1.7488
O -3.3622 -4.3621 -4.4385
H -2.6247 -4.9602 -4.6158
H -2.9374 -3.5593 -4.1158
O 3.4174 -3.0763 0.0103
H 2.6991 -3.3131 -0.5886
H 3.6579 -2.1801 -0.2550
O 1.1307 -8.1346 -4.1182
H 0.3326 -7.8009 -3.6897
H 1.2773 -8.9937 -3.7072
O -1.2825 -6.0419 -0.4839
H -1.4257 -5.8322 -1.4151
H -1.0337 -6.9728 -0.4898
O 3.9472 1.0850 3.8255
H 3.7285 0.2539 4.2635
H 4.3754 1.6029 4.5184
O 1.7171 6.3626 2.4301
H 1.5826 5.6570 1.7905
H 2.3103 5.9768 3.0852
O 2.5464 1.4251 -4.6233
H 3.2764 0.8329 -4.8380
H 2.9791 2.2239 -4.3001
O 6.2257 3.1847 1.3523
H 6.4519 2.4848 1.9771
H 7.0609 3.6426 1.2016
O 2.7179 2.3089 6.1604
H 2.7550 3.0342 6.7955
H 2.1145 1.6749 6.5651
```

lowest unoccupied orbital energy = -3.0 eV
gap between HOMO and LUMO = 0.320 Ha
total charge = +1

***

Record 2
The following is a quantum chemistry calculation of the ion CH3N2OS with charge -1 in a non-equilibrium geometry, from the Open Molecules 2025 dataset.

XYZ file:
```
8
Properties=species:S:1:pos:R:3
C -1.0039 -0.0808 0.2725
N 0.3535 -0.3208 0.5794
N 1.2351 0.0597 -0.2473
O 0.8751 0.7753 -1.2824
S 2.8271 -0.3924 -0.0021
H -1.3292 0.9714 0.3296
H -1.3088 -0.4269 -0.7003
H -1.6488 -0.5856 1.0506
```

lowest unoccupied orbital energy = 4.2 eV
energy above the lowest of the compared OMol25 structures with the same formula, charge and spin = 0.000 eV
gap between HOMO and LUMO = 0.276 Ha
structure (SMILES) = C/N=[N+](\[O-])[S-]
total charge = -1

***

Record 3
The following is a quantum chemistry calculation of a structure of composition C34H28BrN2O6PSV, from the Open Molecules 2025 dataset.

XYZ file:
```
74
Properties=species:S:1:pos:R:3
V -0.6205 -1.3640 -0.1253
O -3.7710 2.7424 1.5084
C -3.8015 2.8118 0.1394
C -4.4865 3.7952 -0.5553
C -4.4481 3.8089 -1.9412
C -3.7239 2.8470 -2.6336
C -3.0425 1.8656 -1.9308
C -3.0853 1.8392 -0.5450
C -2.3658 0.7952 0.2595
O -1.7984 -0.2049 -0.5296
N -1.2271 1.3783 0.9796
N -0.2117 0.4523 1.2404
C 0.4531 0.6714 2.3155
C 1.7406 0.1104 2.6806
Br 2.9256 -0.2719 1.2583
C 2.1756 0.0585 3.9432
C 1.3475 0.4163 5.1045
C 1.9134 1.1542 6.1476
C 1.1440 1.5339 7.2317
C -0.1941 1.1609 7.3007
C -0.7555 0.4015 6.2862
C 0.0096 0.0263 5.1904
H -4.3562 3.4093 1.8852
H -5.0463 4.5487 -0.0127
H -4.9872 4.5757 -2.4806
H -3.6946 2.8593 -3.7144
H -2.4757 1.1076 -2.4575
H -3.0758 0.3081 0.9431
H -1.5313 1.8960 1.7997
H 0.0736 1.4213 3.0115
H 3.2096 -0.2100 4.1249
H 2.9576 1.4384 6.0947
H 1.5876 2.1147 8.0293
H -0.7899 1.4477 8.1571
H -1.7865 0.0808 6.3577
H -0.4029 -0.6212 4.4292
C 5.3817 -2.1047 -1.4617
C 4.3887 -3.0471 -1.2224
C 3.0578 -2.7045 -1.3858
C 2.7293 -1.4125 -1.7972
C 3.7210 -0.4667 -2.0439
C 5.0509 -0.8202 -1.8727
P 0.9987 -0.9833 -1.9318
C 0.7547 0.6123 -2.7141
C 0.4771 0.7019 -4.0757
C 0.2439 1.9458 -4.6435
C 0.2865 3.0870 -3.8548
C 0.5621 2.9953 -2.4963
C 0.7938 1.7583 -1.9191
C 0.0745 -2.2899 -2.7166
C 0.2163 -3.0945 -3.8365
C -0.6872 -4.1377 -3.9789
C -1.6644 -4.3824 -3.0118
C -1.7605 -3.6061 -1.8658
C -0.8686 -2.5460 -1.7312
H 6.4207 -2.3750 -1.3280
H 4.6522 -4.0456 -0.9013
H 2.2766 -3.4269 -1.1828
H 3.4577 0.5339 -2.3633
H 5.8293 -0.0935 -2.0619
H 0.4320 -0.1940 -4.6824
H 0.0266 2.0206 -5.7005
H 0.0991 4.0552 -4.2998
H 0.5843 3.8872 -1.8847
H 0.9941 1.6753 -0.8573
H 1.0004 -2.9288 -4.5640
H -0.6182 -4.7858 -4.8425
H -2.3435 -5.2143 -3.1443
H -2.4859 -3.8392 -1.0985
O -0.3512 -4.5281 1.3982
S -0.3637 -3.1458 1.7058
O -1.5900 -2.4308 0.9978
O 0.6627 -2.3633 0.8191
O -0.2991 -2.7105 3.0578
```

lowest unoccupied orbital energy = -4.7 eV
energy above the lowest of the compared OMol25 structures with the same formula, charge and spin = 0.130 eV
gap between HOMO and LUMO = 0.229 Ha
total charge = +1